Entry from the Open Molecules 2025 dataset: a cluster of 2 separate species, C5H14 in total (ωB97M-V with the def2-TZVPD basis set).

Output
energy above the lowest of the compared OMol25 structures with the same formula, charge and spin: 88.3 kJ/mol
highest occupied orbital energy: -0.4041 hartree
LUMO level: 1.12 eV
structure (SMILES): CCC.CC

```
! wB97M-V def2-TZVPD RIJCOSX def2/J DEFGRID3
* xyz 0 1
C 1.061 -0.892 -2.195
C 1.224 -0.151 -0.835
C 1.463 -1.017 0.371
H 0.114 -1.323 -2.464
H 1.487 -0.129 -2.859
H 1.861 -1.633 -2.247
H 0.274 0.336 -0.593
H 2.046 0.507 -1.046
H 1.488 -0.443 1.291
H 2.555 -1.323 0.334
H 0.772 -1.876 0.497
C -2.190 1.447 0.779
C -1.339 0.594 1.760
H -1.963 2.495 0.706
H -2.097 1.053 -0.249
H -3.274 1.180 0.840
H -1.118 -0.302 1.215
H -0.434 1.136 2.036
H -1.931 0.341 2.657
*
```

Entry from the Open Molecules 2025 dataset: a structure of composition C4H21N2O8 (ωB97M-V with the def2-TZVPD basis set).

Output
energy above the lowest of the compared OMol25 structures with the same formula, charge and spin: 430.7 kJ/mol
highest occupied orbital energy: -0.2193 hartree
LUMO level: 2.97 eV

```
! wB97M-V def2-TZVPD RIJCOSX def2/J DEFGRID3
* xyz -1 1
C -1.779 -1.580 -0.156
N -0.941 -2.703 0.188
C -0.675 -3.012 1.451
O 0.144 -3.816 1.832
C -0.922 -0.357 -0.733
N -0.522 -0.746 -2.120
C -0.054 0.451 -2.973
O 1.294 0.574 -2.977
H -2.128 -1.197 0.875
H -2.461 -1.875 -0.951
H -0.299 -2.899 -0.601
H -1.234 -2.426 2.206
H -0.138 -0.222 -0.044
H -1.618 0.537 -0.960
H 0.342 -1.352 -2.226
H -0.688 1.270 -2.781
H -0.414 0.111 -3.927
H -0.194 1.431 2.521
H -0.881 1.910 1.213
O -0.738 0.916 1.865
H 1.127 4.228 -1.192
H 1.616 1.296 -2.334
O 0.889 3.329 -1.117
H -0.045 2.892 -0.396
H -0.964 3.569 0.959
O -1.080 2.859 0.297
H 3.485 -0.734 0.783
H 2.834 -1.970 1.002
O 3.414 -1.431 1.415
H -3.429 1.768 1.855
H -2.372 0.702 1.972
O -3.346 0.885 1.907
H 4.093 1.788 -0.097
H 2.696 2.233 -0.042
O 3.359 1.694 0.548
*
```

Entry from the Open Molecules 2025 dataset: a structure of composition C49H39CsN8O2P2S3Se2 (ωB97M-V with the def2-TZVPD basis set).

Output
energy above the lowest of the compared OMol25 structures with the same formula, charge and spin: 56.1 kJ/mol
highest occupied orbital energy: -0.0922 hartree
LUMO level: 3.49 eV

```
! wB97M-V def2-TZVPD RIJCOSX def2/J DEFGRID3
* xyz -2 1
Cs 0.495 -0.684 -0.033
C -4.772 -5.268 -0.186
S -3.576 -5.442 -1.517
C -2.475 -4.021 -1.248
S -2.103 -3.520 0.341
N -1.991 -3.673 -2.394
N -1.267 -2.516 -2.497
C -0.157 -2.590 -3.113
C 0.534 -1.381 -3.605
C 1.630 -1.545 -4.456
C 2.236 -0.427 -4.998
C 1.741 0.826 -4.672
C 0.668 0.895 -3.792
N 0.079 -0.171 -3.270
H -5.233 -6.245 -0.033
H -5.541 -4.535 -0.430
H -4.250 -4.962 0.719
H 0.285 -3.555 -3.375
H 1.993 -2.541 -4.672
H 3.087 -0.533 -5.662
H 2.178 1.732 -5.070
H 0.262 1.852 -3.477
O 2.475 -2.329 -0.723
S 3.040 -2.705 0.570
O 4.490 -2.667 0.657
N 2.246 -1.891 1.635
C 2.543 -1.850 2.972
C 3.633 -2.431 3.597
C 3.843 -2.296 4.982
C 2.992 -1.576 5.771
C 1.861 -0.960 5.180
C 0.948 -0.179 5.926
C -0.120 0.397 5.306
C -0.289 0.169 3.923
N 0.528 -0.547 3.202
C 1.617 -1.103 3.797
C 2.590 -4.423 0.789
C 3.558 -5.413 0.770
C 3.176 -6.744 0.885
C 1.834 -7.075 1.006
C 0.868 -6.076 1.019
C 1.247 -4.747 0.918
H 4.353 -2.974 3.003
H 4.713 -2.772 5.421
H 3.163 -1.463 6.836
H 1.121 -0.041 6.989
H -0.825 1.024 5.835
H -1.133 0.615 3.408
H 4.597 -5.129 0.670
H 3.928 -7.524 0.874
H 1.538 -8.115 1.085
H -0.186 -6.313 1.089
H 0.485 -3.979 0.913
Se -3.792 4.102 4.655
P -2.579 5.173 3.290
C -3.531 6.362 2.288
C -4.913 6.434 2.389
C -5.605 7.430 1.715
C -4.924 8.343 0.924
C -3.539 8.272 0.817
C -2.848 7.296 1.513
C -1.472 6.353 4.151
C -0.084 6.310 4.137
C 0.646 7.286 4.806
C 0.002 8.304 5.491
C -1.387 8.341 5.519
C -2.116 7.372 4.855
C -1.561 4.176 2.213
C -1.534 3.719 0.892
N -0.467 2.905 0.789
N 0.120 2.843 1.967
N -0.525 3.587 2.847
P -2.494 3.970 -0.596
Se -2.327 2.481 -2.071
C -1.970 5.593 -1.246
C -2.533 6.091 -2.420
C -2.096 7.291 -2.954
C -1.060 7.988 -2.345
C -0.459 7.473 -1.208
C -0.913 6.281 -0.660
C -4.217 4.099 -0.020
C -4.626 3.224 0.984
C -5.962 3.148 1.344
C -6.905 3.926 0.691
C -6.504 4.798 -0.312
C -5.167 4.890 -0.661
H -5.430 5.711 3.009
H -6.683 7.483 1.800
H -5.469 9.112 0.391
H -2.997 8.978 0.200
H -1.766 7.267 1.464
H 0.420 5.504 3.627
H 1.728 7.240 4.791
H 0.578 9.064 6.005
H -1.901 9.126 6.060
H -3.199 7.396 4.887
H -3.287 5.510 -2.937
H -2.548 7.671 -3.861
H -0.706 8.918 -2.774
H 0.370 7.993 -0.744
H -0.438 5.874 0.224
H -3.901 2.598 1.487
H -6.259 2.474 2.137
H -7.951 3.857 0.966
H -7.235 5.415 -0.821
H -4.869 5.588 -1.432
*
```

Entry from the Open Molecules 2025 dataset: the molecule C3H6N2OS (ωB97M-V with the def2-TZVPD basis set).

Output
energy above the lowest of the compared OMol25 structures with the same formula, charge and spin: 443.4 kJ/mol
highest occupied orbital energy: -0.3167 hartree
LUMO level: 0.45 eV

```
! wB97M-V def2-TZVPD RIJCOSX def2/J DEFGRID3
* xyz 0 1
C 0.281 -0.126 -0.100
C -0.080 1.669 1.386
C 0.627 -1.448 -0.731
N 0.402 0.487 0.902
N -1.245 1.106 -1.156
O -0.260 3.260 -0.911
S -1.245 2.427 -0.293
H -0.602 1.418 2.370
H 0.707 2.438 1.528
H 0.706 -1.155 -1.799
H -0.130 -2.148 -0.608
H 1.530 -1.820 -0.404
H -1.839 0.363 -0.762
*
```

Entry from the Open Molecules 2025 dataset: the molecule C5H11NO (ωB97M-V with the def2-TZVPD basis set).

Output
energy above the lowest of the compared OMol25 structures with the same formula, charge and spin: 4.2 kJ/mol
highest occupied orbital energy: -0.3519 hartree
LUMO level: 0.86 eV
structure (SMILES): CCCNC(C)=O

```
! wB97M-V def2-TZVPD RIJCOSX def2/J DEFGRID3
* xyz 0 1
C 1.996 0.091 -1.147
C 1.711 0.481 0.300
C 0.365 1.195 0.470
N -0.785 0.438 0.008
C -1.379 -0.493 0.799
C -2.496 -1.281 0.135
O -1.021 -0.692 1.950
H 2.977 -0.384 -1.250
H 1.246 -0.619 -1.512
H 1.980 0.971 -1.802
H 1.736 -0.405 0.945
H 2.498 1.155 0.663
H 0.212 1.428 1.528
H 0.361 2.136 -0.089
H -1.074 0.495 -0.956
H -2.217 -2.333 0.204
H -2.673 -1.039 -0.920
H -3.435 -1.144 0.676
*
```

Entry from the Open Molecules 2025 dataset: a structure of composition C30H42F18NO14S (ωB97M-V with the def2-TZVPD basis set).

Output
energy above the lowest of the compared OMol25 structures with the same formula, charge and spin: 1351.6 kJ/mol
highest occupied orbital energy (spin up / spin down): -0.3129 / -0.3154 hartree
LUMO level (spin up / spin down): -0.11 / -0.11 eV
expectation value of S²: 0.755

```
! wB97M-V def2-TZVPD RIJCOSX def2/J DEFGRID3
* xyz 0 2
C 4.464 -0.590 -0.150
C 3.054 -0.019 0.551
C 3.136 -0.584 2.123
C 1.840 -0.746 -0.269
C 0.400 0.029 -0.241
O -0.219 -0.208 -1.587
S -0.779 -0.789 0.990
O -0.386 -0.595 2.473
O -0.735 -2.336 0.681
C -2.582 -0.285 0.761
F -3.224 -0.934 -0.443
F -3.316 -0.881 1.939
F -2.822 1.176 0.818
C 0.521 1.653 -0.086
C 1.837 2.193 0.724
C 1.518 2.385 2.355
C 2.071 3.761 0.183
N 3.128 1.478 0.437
O 3.679 1.857 -0.730
H 4.684 -1.711 0.176
H 4.366 -0.591 -1.332
H 5.402 0.051 0.182
H 3.344 0.298 2.871
H 2.159 -1.176 2.382
H 4.032 -1.352 2.233
H 2.186 -0.870 -1.400
H 1.776 -1.863 0.148
H -0.966 0.462 -1.638
H -0.438 2.060 0.495
H 0.471 2.181 -1.155
H 1.270 1.378 2.895
H 2.495 2.901 2.806
H 0.672 3.203 2.440
H 3.164 4.086 0.534
H 1.969 3.822 -0.991
H 1.333 4.520 0.692
C 4.123 8.824 -2.288
C 4.031 9.529 -0.948
O 2.989 8.954 -0.145
C 3.312 7.805 0.531
O 4.414 7.266 0.474
C 2.135 7.332 1.382
F 0.948 7.374 0.710
F 1.967 8.100 2.497
F 2.275 6.050 1.821
H 3.151 8.829 -2.793
H 4.860 9.310 -2.932
H 4.410 7.774 -2.164
H 3.768 10.580 -1.105
H 4.989 9.513 -0.416
C -5.477 -3.980 0.772
C -5.569 -3.275 2.112
O -6.611 -3.850 2.915
C -6.288 -4.999 3.591
O -5.186 -5.538 3.534
C -7.465 -5.472 4.442
F -8.652 -5.430 3.770
F -7.633 -4.704 5.557
F -7.325 -6.754 4.881
H -6.449 -3.975 0.267
H -4.740 -3.494 0.128
H -5.190 -5.030 0.896
H -5.832 -2.224 1.955
H -4.611 -3.291 2.644
C -1.022 -7.156 -0.891
C 0.360 -7.629 -1.301
O 0.997 -6.656 -2.143
C 1.596 -5.602 -1.501
O 1.602 -5.459 -0.281
C 2.276 -4.676 -2.507
F 1.494 -4.411 -3.593
F 3.434 -5.209 -2.994
F 2.609 -3.465 -1.978
H -1.621 -6.907 -1.774
H -1.541 -7.928 -0.317
H -0.965 -6.250 -0.280
H 0.273 -8.549 -1.888
H 0.983 -7.861 -0.430
C -9.952 -2.726 -4.623
C -9.228 -1.831 -3.636
O -9.365 -2.337 -2.299
C -8.508 -3.348 -1.946
O -7.664 -3.823 -2.700
C -8.727 -3.755 -0.490
F -10.048 -3.887 -0.172
F -8.218 -2.837 0.382
F -8.143 -4.945 -0.174
H -11.000 -2.856 -4.328
H -9.917 -2.301 -5.630
H -9.505 -3.725 -4.653
H -9.680 -0.834 -3.646
H -8.171 -1.708 -3.901
C 9.771 3.286 0.574
C 8.804 4.453 0.500
O 7.568 4.048 -0.108
C 6.671 3.414 0.714
O 6.878 3.182 1.902
C 5.386 3.086 -0.044
F 5.623 2.551 -1.277
F 4.616 4.193 -0.252
F 4.595 2.190 0.610
H 9.915 2.842 -0.417
H 10.740 3.609 0.962
H 9.384 2.493 1.223
H 9.227 5.238 -0.135
H 8.628 4.896 1.487
*
```

Entry from the Open Molecules 2025 dataset: the ion C14H22N with charge +1 (ωB97M-V with the def2-TZVPD basis set).

Output
energy above the lowest of the compared OMol25 structures with the same formula, charge and spin: 343.3 kJ/mol
highest occupied orbital energy (spin up / spin down): -0.3686 / -0.4267 hartree
LUMO level (spin up / spin down): -4.92 / -3.80 eV

```
! wB97M-V def2-TZVPD RIJCOSX def2/J DEFGRID3
* xyz 1 1
C 0.847 4.447 -0.643
C 1.925 3.680 -0.212
C -0.272 3.769 -1.099
C 1.814 2.319 -0.165
C -0.347 2.390 -1.094
C -0.643 -0.429 0.103
C -0.891 -1.395 1.312
C 0.652 0.285 -0.446
C -1.481 1.718 -1.793
C 0.124 -1.548 2.354
C -1.822 -3.705 1.119
C 1.687 -1.894 -1.090
C -2.116 -2.200 1.284
C 1.912 -0.518 -0.453
N 0.678 1.647 -0.549
H 0.888 5.522 -0.647
H 2.842 4.142 0.116
H -1.107 4.317 -1.507
H 2.611 1.719 0.236
H -1.059 -0.999 -0.737
H -1.375 0.363 0.293
H -1.157 0.780 -2.237
H -2.330 1.523 -1.138
H -1.839 2.372 -2.586
H 0.494 -0.570 2.670
H 0.999 -2.087 1.971
H -0.256 -2.093 3.215
H -1.310 -3.894 0.178
H -2.760 -4.253 1.118
H -1.207 -4.075 1.934
H 1.290 -1.789 -2.097
H 0.998 -2.498 -0.506
H 2.633 -2.424 -1.154
H -2.625 -2.073 2.246
H -2.789 -1.876 0.489
H 2.671 0.004 -1.041
H 2.321 -0.676 0.555
*
```

Entry from the Open Molecules 2025 dataset: a cluster of 2 separate species, H4NS in total (ωB97M-V with the def2-TZVPD basis set).

Output
energy above the lowest of the compared OMol25 structures with the same formula, charge and spin: 10.3 kJ/mol
highest occupied orbital energy (spin up / spin down): -0.3639 / -0.3578 hartree
LUMO level (spin up / spin down): 0.99 / -2.54 eV
expectation value of S²: 0.753

```
! wB97M-V def2-TZVPD RIJCOSX def2/J DEFGRID3
* xyz 0 2
N 0.067 -1.900 1.112
H 0.326 -2.885 1.067
H -0.849 -1.863 0.714
H 0.785 -1.348 0.670
S -0.305 3.844 -1.137
H -0.024 4.153 -2.425
*
```

Entry from the Open Molecules 2025 dataset: a cluster of 3 separate species, C24H44N4O6S in total (ωB97M-V with the def2-TZVPD basis set).

Output
highest occupied orbital energy: -0.3156 hartree
LUMO level: -0.78 eV
structure (SMILES): CCOC(=O)CCCc1cccc2nsnc12.COCCNCCOC.COCCNCCOC

```
! wB97M-V def2-TZVPD RIJCOSX def2/J DEFGRID3
* xyz 0 1
C -0.251 1.238 -2.856
C -0.405 1.313 -1.287
O -1.613 0.715 -0.773
C -2.735 1.497 -0.993
O -2.697 2.697 -1.209
C -4.185 0.844 -0.913
C -4.190 -0.577 -1.637
C -4.203 -0.494 -3.229
C -2.992 -1.368 -3.753
C -2.104 -0.820 -4.767
C -0.880 -1.541 -5.318
C -0.561 -2.873 -4.807
C -1.459 -3.516 -3.793
N -1.390 -4.741 -3.175
S -2.666 -4.954 -2.106
N -3.421 -3.467 -2.330
C -2.683 -2.760 -3.264
H -1.240 1.581 -3.297
H -0.069 0.158 -3.134
H 0.555 1.896 -3.274
H -0.232 2.375 -0.972
H 0.451 0.718 -0.842
H -4.323 0.613 0.191
H -4.954 1.555 -1.308
H -3.272 -1.112 -1.246
H -5.086 -1.205 -1.343
H -4.068 0.586 -3.547
H -5.164 -0.857 -3.693
H -2.314 0.208 -5.180
H -0.247 -1.012 -6.075
H 0.349 -3.414 -5.174
C -1.465 6.251 3.261
O -0.156 6.130 3.791
C -0.060 5.239 4.901
C 0.652 3.947 4.514
N -0.171 3.126 3.629
C 0.550 2.034 2.973
C 1.747 2.386 2.079
O 1.404 3.058 0.874
C 1.177 4.451 1.013
H -1.479 7.117 2.598
H -1.736 5.371 2.671
H -2.204 6.410 4.053
H -1.037 5.043 5.354
H 0.551 5.749 5.651
H 0.882 3.377 5.420
H 1.598 4.227 4.038
H -0.570 3.716 2.908
H -0.183 1.509 2.352
H 0.878 1.322 3.738
H 2.199 1.440 1.765
H 2.534 2.928 2.614
H 1.826 4.905 1.765
H 0.127 4.641 1.243
H 1.384 4.925 0.051
C 5.018 -4.600 0.736
O 3.761 -5.072 1.191
C 3.254 -4.369 2.324
C 2.077 -3.478 1.941
N 2.507 -2.337 1.135
C 1.415 -1.616 0.477
C 0.516 -2.389 -0.497
O 1.154 -2.783 -1.704
C 1.944 -3.956 -1.604
H 5.423 -5.340 0.045
H 4.912 -3.655 0.194
H 5.723 -4.477 1.564
H 4.037 -3.805 2.840
H 2.888 -5.131 3.018
H 1.592 -3.111 2.851
H 1.358 -4.103 1.400
H 3.145 -2.661 0.419
H 1.879 -0.796 -0.080
H 0.788 -1.155 1.248
H -0.284 -1.706 -0.802
H 0.013 -3.243 -0.028
H 1.523 -4.683 -0.906
H 2.967 -3.698 -1.323
H 1.991 -4.417 -2.592
*
```

Entry from the Open Molecules 2025 dataset: the molecule C5H12N4 (ωB97M-V with the def2-TZVPD basis set).

Output
energy above the lowest of the compared OMol25 structures with the same formula, charge and spin: 228.4 kJ/mol
highest occupied orbital energy: -0.2826 hartree
LUMO level: 0.99 eV

```
! wB97M-V def2-TZVPD RIJCOSX def2/J DEFGRID3
* xyz 0 1
C -0.819 -1.763 -0.779
C -0.158 0.222 0.654
C 1.014 0.642 -1.240
C -1.068 -0.671 0.216
N -0.616 1.244 1.552
N 1.046 1.935 -1.448
N -2.337 -0.683 0.774
N 2.050 -0.930 0.448
C 1.289 0.284 0.190
H -0.051 1.235 2.397
H -0.517 2.164 1.129
H 0.804 2.303 -2.356
H 1.297 2.639 -0.744
H -2.546 0.159 1.291
H -3.079 -1.007 0.173
H 1.443 -1.759 0.374
H 2.791 -1.015 -0.262
H 1.797 1.098 0.746
H -0.816 -2.737 -0.275
H -1.631 -1.766 -1.526
H 0.106 -1.596 -1.312
*
```

Entry from the Open Molecules 2025 dataset: the molecule C4H7N3O (ωB97M-V with the def2-TZVPD basis set).

Output
energy above the lowest of the compared OMol25 structures with the same formula, charge and spin: 211.8 kJ/mol
highest occupied orbital energy: -0.3204 hartree
LUMO level: 0.94 eV
structure (SMILES): CC/N=c1/[nH]nco1

```
! wB97M-V def2-TZVPD RIJCOSX def2/J DEFGRID3
* xyz 0 1
C -1.279 0.481 1.605
C -1.655 0.464 0.103
N -0.510 0.916 -0.618
C 0.511 0.241 -0.668
N 1.698 0.554 -1.162
N 2.558 -0.555 -1.278
C 1.921 -1.491 -0.716
O 0.628 -1.135 -0.338
H -2.103 0.377 2.337
H -0.612 1.318 1.827
H -0.566 -0.429 1.618
H -2.490 1.031 -0.188
H -1.917 -0.565 -0.237
H 1.686 1.324 -1.838
H 2.129 -2.531 -0.447
*
```

no.,molar mass (g/mol)
1,74.17
2,225.22
3,1220.88
4,118.16
5,101.15
6,1014.69
7,204.34
8,50.11
9,516.71
10,128.18
11,113.12